CH2N2O3 in the gas phase at a distorted geometry, computed with ωB97M-V with the def2-TZVPD basis set.

Structure (XYZ):
```
8
Properties=species:S:1:pos:R:3:forces:R:3
O 1.206149 1.127180 1.714158 1.07 0.61 0.35
O 0.885688 -0.632068 0.352326 1.58 -3.08 -1.36
O -0.216474 -1.658544 -1.464290 0.88 -0.16 1.39
N -0.572096 0.407701 -0.710169 -0.79 2.37 -1.52
N -0.079893 -0.722045 -0.713809 -0.18 1.54 -1.20
C 0.486387 0.401953 1.149301 -2.64 -0.67 1.02
H -0.610394 0.269180 1.154800 0.42 0.84 1.70
H -1.099368 0.806644 -1.482318 -0.34 -1.45 -0.37
```
Positions in Å, forces in eV/Å.

Its HOMO-LUMO gap is 10.7 eV. Its energy is -10186.6578 eV. As for the SMILES: [H]/N=[N+](\[O-])OC=O.

The Löwdin scheme yields these atomic charges, measured in e: number 1, O, carries 0.16; number 2, O, carries 0.08; number 3, O, carries 0.10; number 4, N, carries 0.13; number 5, N, carries -0.34; number 6, C, carries -0.40; number 7, H, carries 0.13; number 8, H, carries 0.13



A molecular structure, C4H8O3Ru at a distorted geometry, computed with ωB97M-V with the def2-TZVPD basis set.

Structure (XYZ):
```
16
Properties=species:S:1:pos:R:3:forces:R:3
Ru -1.211462 -2.974879 -1.173558 -0.35 -0.86 -1.65
O 0.105546 -0.228958 1.246945 -0.39 -1.03 -1.75
O -0.107131 -0.644024 -0.919598 -0.93 -2.17 -0.03
O -0.758494 -2.157481 0.472035 -1.23 -1.96 1.49
C 0.945599 0.283517 -1.335316 1.70 0.73 -0.97
C -0.598871 -0.248922 2.505502 -0.38 0.38 1.60
C 0.367937 1.646180 -1.626940 -0.86 0.53 0.16
C -0.249985 -1.035060 0.319989 2.01 4.85 0.96
H 1.707644 0.304028 -0.549659 -0.11 -0.04 0.12
H -0.331757 -1.157696 3.053989 0.05 -0.11 0.15
H -0.259320 0.643246 3.034784 0.07 -0.20 -0.03
H 1.190818 2.303848 -1.936875 0.11 -0.20 0.08
H -0.109513 2.077056 -0.738143 0.15 0.05 -0.19
H -1.675832 -0.207659 2.315292 0.06 -0.07 -0.04
H 1.353011 -0.195715 -2.229630 -0.02 0.13 0.01
H -0.368191 1.592518 -2.438818 0.13 -0.02 0.08
```
Positions in Å, forces in eV/Å.

The charge is +3. The spin multiplicity is 6. Its HOMO-LUMO gap (alpha / beta) is 8.0 / 3.8 eV. Its energy is -12958.7582 eV.

The Löwdin scheme yields these atomic charges, measured in e: number 1, Ru, carries 2.01; number 2, O, carries 0.18; number 3, O, carries 0.05; number 4, O, carries 0.04; number 5, C, carries -0.09; number 6, C, carries 0.13; number 7, C, carries 0.03; number 8, C, carries -0.53; number 9, H, carries 0.17; number 10, H, carries 0.16; number 11, H, carries 0.15; number 12, H, carries 0.14; number 13, H, carries 0.11; number 14, H, carries 0.15; number 15, H, carries 0.17; number 16, H, carries 0.12



2 unconnected molecules or ions with the total composition C16H13N2O6S at a distorted geometry, computed with ωB97M-V with the def2-TZVPD basis set.

Structure (XYZ):
```
38
Properties=species:S:1:pos:R:3:forces:R:3
S 3.112247 0.598975 -1.019953 -2.14 1.92 -0.21
O -1.403338 2.465205 1.089567 0.30 -0.44 -0.52
O 3.259343 0.337598 -2.425914 0.00 -0.17 0.87
O -1.713834 1.010266 -3.181751 -0.30 -0.16 0.28
O 3.764427 1.714806 -0.385477 0.24 -0.73 -0.25
O -3.619927 1.123292 -2.047435 1.16 0.37 -1.17
O 0.680789 3.297986 -0.935903 0.18 -2.80 0.21
N 1.293298 0.971977 -0.800084 2.37 -1.28 0.06
N -2.226654 1.133602 -2.067177 -0.25 -0.99 0.86
C 4.261702 -3.207849 1.266018 -0.03 0.24 -0.15
C 4.836698 -1.974671 1.584632 -0.15 0.10 -0.20
C 4.622455 -4.435931 2.055386 0.01 -0.19 0.04
C 3.352461 -3.271756 0.203221 0.08 0.13 0.07
C -1.577976 1.157373 -0.902793 0.24 -0.67 -0.17
C -6.354212 2.010204 -0.370730 0.38 -0.74 -0.20
C 4.461660 -0.815522 0.908998 -0.06 0.11 0.10
C -5.755486 2.862602 0.595126 0.22 0.95 0.79
C -5.649667 0.988842 -0.933658 -0.07 0.67 0.32
C 0.911470 2.142092 -0.845663 1.17 2.66 -0.37
C 2.985967 -2.122491 -0.494685 -0.11 0.03 0.03
C -4.179445 0.901867 -0.687630 -0.44 -0.63 -0.07
C -3.583748 1.886996 0.209923 1.16 0.52 0.87
C -4.393345 2.785137 0.888870 -0.83 0.21 -0.17
C -2.114546 1.888926 0.250873 -2.72 -0.04 0.59
C 3.508119 -0.890138 -0.104191 -0.28 -0.15 -0.12
H 5.585857 -1.920944 2.374538 -0.19 0.04 -0.15
H -3.900247 -0.122912 -0.371952 0.36 -0.01 -0.72
H 4.376626 -4.309795 3.117237 0.02 0.01 -0.21
H -6.072582 0.278659 -1.642573 0.01 0.20 0.15
H 5.695267 -4.655909 1.995906 -0.17 0.07 -0.03
H 4.075067 -5.305929 1.682664 0.10 0.08 0.08
H -6.373726 3.615593 1.085863 0.16 -0.18 -0.07
H 2.934210 -4.241214 -0.074470 0.05 0.33 0.02
H 4.907516 0.143688 1.154028 -0.14 -0.12 0.01
H -7.401425 2.150203 -0.643862 0.14 -0.06 0.19
H -0.676640 0.551014 -0.828225 -0.30 0.80 -0.56
H -3.925138 3.438048 1.634935 -0.23 -0.11 -0.37
H 2.296757 -2.179891 -1.333657 0.07 0.03 0.17
```
Positions in Å, forces in eV/Å.

The charge is -1. Its HOMO-LUMO gap is 4.5 eV. Its energy is -42898.6382 eV.

The Löwdin scheme yields these atomic charges, measured in e: number 1, S, carries 0.76; number 2, O, carries -0.01; number 3, O, carries -0.29; number 4, O, carries 0.01; number 5, O, carries -0.30; number 6, O, carries 0.02; number 7, O, carries 0.19; number 8, N, carries 0.02; number 9, N, carries -0.26; number 10, C, carries -0.27; number 11, C, carries -0.03; number 12, C, carries -0.05; number 13, C, carries -0.03; number 14, C, carries -0.02; number 15, C, carries -0.15; number 16, C, carries -0.05; number 17, C, carries -0.17; number 18, C, carries -0.08; number 19, C, carries -0.38; number 20, C, carries -0.04; number 21, C, carries -0.28; number 22, C, carries -0.17; number 23, C, carries -0.07; number 24, C, carries -0.38; number 25, C, carries -0.28; number 26, H, carries 0.12; number 27, H, carries 0.14; number 28, H, carries 0.09; number 29, H, carries 0.09; number 30, H, carries 0.08; number 31, H, carries 0.07; number 32, H, carries 0.06; number 33, H, carries 0.12; number 34, H, carries 0.11; number 35, H, carries 0.09; number 36, H, carries 0.10; number 37, H, carries 0.11; number 38, H, carries 0.12